1.
Entry from the OMol25 dataset: C29H65N5O10S3 as an isolated structure at a distorted geometry (ωB97M-V with the def2-TZVPD basis set).

XYZ file:
```
112
Properties=species:S:1:pos:R:3:forces:R:3:mulliken_charge:R:1
H -5.2810 -3.5497 -3.9161 0.0 0.0 0.0 0.344
C 5.7556 1.9080 -1.0170 -0.2 0.3 0.7 -1.533
S 1.4054 -1.4672 1.1014 0.0 0.3 0.2 -0.235
H 6.2814 -4.1214 -3.9048 0.0 0.0 0.0 0.314
H -7.2342 5.0869 1.4044 0.0 0.0 0.0 0.396
C -2.6465 2.2761 5.4857 -0.1 0.0 -0.1 -0.669
H 5.7822 1.2659 1.0136 -0.3 0.0 -0.1 0.581
C -3.4032 7.0437 1.0323 0.1 0.0 -0.1 -0.705
H 6.6287 -5.5159 -2.8853 -0.1 -0.1 0.0 0.415
H 4.2356 -2.1017 1.2164 0.1 0.1 0.3 0.665
H 3.2575 -4.5103 -3.7281 -0.1 -0.1 0.0 0.287
H -4.1690 7.1469 0.2593 -0.1 0.0 0.1 0.243
H -1.8955 2.8041 6.0802 0.0 0.0 0.0 0.351
H 5.5101 -2.2265 -0.6356 0.1 -0.1 -0.3 -0.079
O 6.9865 -0.8151 1.2198 -0.3 0.0 0.0 -0.376
C 0.0300 -1.0045 0.0757 0.2 -0.2 0.3 0.088
C 4.0810 -1.2263 0.5901 0.1 -0.1 -0.7 -0.879
O 7.7101 1.3552 0.4665 0.0 -0.3 0.1 -0.555
H 4.8456 -0.8452 -1.4404 0.0 0.3 0.0 0.556
H -6.7372 0.0120 -4.2740 0.0 0.0 -0.1 0.222
H 5.7850 1.4171 -1.9851 0.3 0.2 -0.2 0.402
H -4.0494 -0.1724 1.6283 -0.1 0.0 0.0 0.430
H -1.0609 2.0362 0.3334 0.1 0.0 0.2 0.343
H -0.3434 0.4691 4.0531 0.0 0.0 0.0 0.220
H 4.9445 -4.2565 -0.1946 0.0 0.0 0.0 0.169
H 4.1232 -0.3260 1.1988 -0.2 0.0 0.2 0.536
C -3.8984 -0.4511 -4.6483 0.1 0.0 -0.1 -1.537
H 2.7270 -2.1486 -0.8404 0.0 -0.3 0.1 0.492
C -5.3459 -2.5448 -4.3416 0.1 -0.2 0.0 -0.718
C 4.2666 2.1662 -0.7469 -1.1 0.6 0.6 0.836
H -5.3607 -2.6572 -5.4343 0.0 0.1 0.0 0.442
C -3.1689 0.3889 1.3099 -0.4 -0.3 0.2 -0.321
C -2.4619 0.9829 -0.8674 0.2 0.5 -0.1 -0.020
C -4.1101 -1.7572 -3.8884 -0.1 0.2 0.0 0.229
H -6.0848 6.1444 0.6065 0.0 0.0 0.0 0.284
H -3.2400 4.1501 2.5127 0.0 0.0 0.0 0.006
O -2.0442 1.4014 4.5509 -0.1 0.0 0.0 -0.169
H 2.5617 -0.4226 -0.6752 -0.1 0.1 -0.1 0.160
H -0.0552 -0.9530 5.8991 0.0 0.0 -0.1 0.405
C 4.8483 -5.6947 -4.1393 -0.2 0.0 0.2 0.341
H 3.1104 3.5749 -2.5410 -1.9 0.8 1.1 0.422
H -6.2829 6.2237 2.3631 0.0 0.0 0.0 0.355
H -0.8197 0.7057 7.6978 0.0 0.0 0.0 0.341
H -5.0201 -1.0201 -2.2433 0.1 0.1 0.0 0.243
H 3.6012 -6.7946 -2.7305 0.0 0.0 0.0 0.283
H 3.9537 -5.3992 -1.0993 0.0 -0.1 0.0 0.197
H -2.4706 0.1532 7.3827 0.0 0.0 0.0 0.298
C -6.2529 5.5495 1.5042 -0.1 0.0 0.1 -1.602
H -3.2254 3.0082 4.9222 0.0 0.0 0.0 0.088
H -1.6816 -1.7185 4.4085 0.1 -0.1 0.1 0.261
H -0.3658 1.1724 -1.0251 0.2 -0.1 0.1 0.450
H -4.1600 -2.3366 -1.9331 0.1 0.0 0.0 0.251
H -3.2431 -2.3952 -4.0865 0.0 -0.1 0.0 0.342
H 3.9481 2.0963 0.2893 -0.3 -0.2 0.0 0.436
C 3.5717 3.3424 -1.5837 2.8 -1.3 -1.0 -0.946
N 3.6825 -4.9132 -4.5589 0.2 0.1 0.0 -0.715
O -3.5013 1.0500 0.1014 0.1 -0.1 0.1 -0.466
C -3.8456 5.0071 2.2030 0.0 -0.2 0.2 -0.349
H -2.5724 1.8621 -1.5029 -0.2 0.0 -0.2 0.431
H -3.3319 1.7467 6.1520 0.1 0.0 0.1 0.265
N -5.0340 3.7400 0.4179 0.2 0.0 0.2 -0.636
H -2.3250 -1.5034 0.6388 -0.2 0.1 -0.2 0.411
C -1.4179 -0.1177 7.3032 0.1 0.0 0.1 -1.478
C 6.3358 1.0638 0.0904 -0.3 0.2 0.6 0.162
H -4.0397 -0.5885 -5.7220 0.0 0.0 0.0 0.403
H -2.5063 7.5596 0.6904 0.0 0.0 0.0 0.262
C -5.1849 4.4730 1.6754 0.0 0.2 -0.2 0.484
H -6.8729 -1.0538 -5.6992 0.0 0.0 0.0 0.296
S 7.9850 0.3330 1.6886 0.3 0.5 0.1 1.089
H -2.9663 1.1008 2.1133 0.2 0.2 -0.1 -0.003
H -4.5345 4.3444 -0.2294 -0.1 0.0 -0.1 0.349
H 6.2663 2.8672 -1.0071 0.3 0.0 -0.2 0.521
C 4.3652 -6.9849 -3.4840 0.1 -0.1 0.0 -1.396
O 5.2132 -4.1654 -2.2114 0.0 -0.1 0.2 -0.164
O 7.4900 0.9149 2.8847 -0.2 -0.1 0.1 -0.565
H -4.4028 2.9550 0.5679 -0.2 -0.1 -0.2 0.159
O -6.5791 -2.0287 -3.8853 0.0 0.1 0.0 -0.376
S -0.2244 -1.6845 -1.3679 0.1 0.1 -0.3 -0.227
H -3.9944 5.6372 3.0917 -0.1 0.0 0.0 0.467
C 4.9397 -4.9324 -1.0508 -0.1 0.1 0.0 -0.645
H -4.5796 0.3290 -4.3087 0.0 0.0 0.0 0.306
H -0.1887 1.5255 5.4556 0.0 0.0 0.1 0.505
C -1.0256 -0.4487 5.8666 -0.2 0.1 0.1 0.325
H -8.1881 -0.9658 -4.5105 0.0 0.0 0.0 0.258
O -3.0571 5.6909 1.2496 0.0 0.1 0.0 -0.394
N -0.7959 -0.0270 0.6779 -0.3 0.1 -0.1 0.237
H -3.7527 7.5200 1.9536 0.0 0.0 0.0 0.316
H -5.5508 3.7653 2.4270 0.1 0.0 0.0 0.360
C -2.0462 -0.6172 1.2144 0.5 -0.1 0.3 -0.191
O 3.4665 1.7643 -1.7422 0.6 0.1 -0.5 -0.405
C -7.1060 -0.9511 -4.6349 -0.1 0.0 0.1 -0.634
H -2.8567 -0.8897 5.1257 0.0 0.0 0.1 0.345
H -2.8840 -0.0862 -4.4857 0.0 0.0 0.0 0.339
H 3.9209 -7.6388 -4.2332 0.0 0.0 0.0 0.346
H 3.9887 -4.1104 -5.1006 0.0 -0.1 -0.1 0.273
C 2.7413 -1.3392 -0.1150 0.0 0.2 -0.2 -0.613
C 6.4155 -0.4228 -0.0771 0.7 -0.5 -0.4 -0.364
H 7.2305 -0.6714 -0.7600 -0.2 0.3 -0.5 0.438
H -2.5504 0.0873 -1.4777 -0.1 -0.1 0.0 0.045
H -1.8502 -0.9503 2.2353 0.0 -0.1 0.1 -0.202
C -0.8419 0.7857 4.9743 0.2 -0.1 -0.2 -0.695
H 5.4017 -5.9725 -5.0413 0.1 0.0 0.0 0.437
C -1.0975 1.1002 -0.2250 -0.3 0.1 -0.2 -0.974
H 5.1888 -7.5233 -3.0112 0.0 0.0 0.0 0.346
O 9.3274 -0.1061 1.6244 0.1 -0.1 -0.2 -0.578
H -1.2602 -0.9857 7.9423 0.0 0.0 0.0 0.374
C 5.1956 -1.1995 -0.4714 -0.1 -0.6 0.9 -0.500
H 4.5793 3.6527 -1.9554 -0.1 -0.3 -0.7 0.236
N -4.1289 -1.4639 -2.4532 -0.2 -0.3 0.0 -0.396
H 5.7005 -5.7012 -0.8916 0.0 0.0 0.0 0.362
C 5.8189 -4.8831 -3.2715 0.1 0.1 -0.2 -0.837
N -1.9981 -1.3987 5.3191 0.1 0.1 -0.2 -0.724
```
Positions in Å, forces in eV/Å.

The value obtained for the HOMO energy is -0.31037 hartree. The relative energy (zero: lowest compared OMol25 entry of this formula, charge and spin) comes out at 45.4 kJ/mol. The calculation puts the molecular weight at 740.1 g/mol. The HOMO-LUMO gap comes out at 0.2937 hartree. The value obtained for the calculated total energy is -91549.6703 eV. As for the net charge: 0.

***

2.
Entry from the OMol25 dataset: a 3-piece molecular cluster, C29H65N9O5P2S overall at a distorted geometry (ωB97M-V with the def2-TZVPD basis set).

XYZ file:
```
111
Properties=species:S:1:pos:R:3:forces:R:3:mulliken_charge:R:1
H -2.1774 1.5497 -4.1346 1.6 0.8 0.4 0.232
C -3.2308 1.3792 -0.4367 -0.5 -0.5 0.0 -0.392
C -4.7480 6.6987 7.3727 -0.2 -0.1 0.0 -1.081
H 3.0853 -3.8326 -5.6965 -0.3 -0.1 0.3 0.376
S 5.0440 1.4845 2.4697 -0.7 -3.6 -2.8 -0.166
H 5.5346 -6.9419 -2.2775 -0.3 0.3 0.1 0.351
C 3.3173 -4.7287 -5.1106 0.6 -0.2 0.3 -0.847
H -5.8214 7.7368 3.5146 0.2 0.0 0.2 0.170
H 2.2392 -10.1039 -4.4260 0.2 0.2 0.0 0.316
H 1.8872 -0.5180 2.1709 -0.6 0.9 -1.9 0.384
H -3.9437 6.8725 2.1973 -0.1 0.1 -0.1 0.281
H 5.2418 -6.6172 -3.9780 -0.2 0.0 -0.1 0.295
C -0.7694 -2.3294 2.3848 -0.7 -0.7 -0.5 -0.976
C -1.9656 0.3495 -0.2376 -1.6 1.5 -0.1 0.641
H 5.9085 0.8609 -2.6238 -0.5 0.3 2.0 0.336
O 0.2773 -1.1569 -0.8170 0.8 1.6 0.4 -0.047
C 1.4694 -0.0575 1.1867 -0.4 0.6 0.6 -1.336
C 8.2797 1.1858 -0.0171 -5.1 -0.1 -4.6 -0.194
H -0.0677 -1.0827 -3.4066 -0.3 1.6 1.1 0.032
C 3.6861 -5.3616 -1.7350 -0.2 0.1 0.0 -1.162
C -1.1414 2.0525 -3.9701 0.0 0.5 -0.1 -0.626
H -3.9348 8.3080 3.2713 -0.2 -0.1 -0.1 0.276
C 5.7655 1.0088 -1.4788 1.5 0.1 -0.5 -0.442
H -2.5261 7.9260 2.3561 0.1 -0.3 0.2 0.394
H 0.8377 -9.1363 -4.9151 -0.1 0.0 0.1 0.342
C 2.7863 -1.3667 -0.8081 -0.5 -1.3 -0.9 -0.546
C -3.3504 7.4605 2.9065 -0.4 0.2 0.4 -1.080
H 0.0835 0.6039 -4.8296 -0.1 0.6 1.2 0.288
N 2.5411 -8.0062 -4.3001 0.7 -1.7 -0.1 0.213
H 2.3040 -7.4498 -6.3383 0.0 0.1 -0.1 0.302
H 0.4036 0.3457 1.4452 1.9 -0.8 -0.7 0.116
C -0.7237 -3.9901 0.1973 -0.6 0.7 0.9 -0.960
H -4.1121 0.8230 -0.9664 1.7 0.8 0.8 0.254
H -7.3981 4.8303 4.4594 0.1 0.2 0.0 0.380
H 0.3906 -4.3276 -3.5670 0.1 -0.2 0.0 0.282
C -3.8377 1.9280 0.9658 0.0 0.0 -0.4 -0.775
H 1.8849 -3.5431 -3.0392 0.0 0.2 0.0 0.494
H 2.7234 -5.1283 -1.2778 0.0 0.1 0.0 0.218
O -0.7936 1.0434 -0.7532 0.4 -2.1 0.0 -0.436
H -1.2303 5.3296 4.3398 -0.1 0.0 -0.1 0.353
H -2.9199 2.2245 -1.1722 -0.4 -1.4 1.5 0.157
C 4.9274 -0.2599 -0.9206 0.6 -1.4 -1.3 0.190
H -0.7622 -5.0232 0.7234 0.2 1.7 -1.0 0.352
C 7.2774 1.0896 -0.8800 3.6 0.5 5.4 -0.405
H -1.5890 -0.1429 -2.9200 1.7 0.0 0.2 0.268
N 1.3538 -2.5414 0.8615 -4.4 0.1 -2.1 -0.641
H 2.4312 -1.7176 -1.8603 0.5 0.6 1.7 -0.213
C 4.7928 -7.0493 -3.0808 0.4 -1.2 0.5 -0.895
H -3.5235 3.0272 1.1410 -0.8 -1.8 -0.2 0.100
H -4.9957 1.7951 0.9349 2.1 0.6 0.2 0.321
H -1.8126 0.2068 0.8933 -0.3 -0.3 -1.7 -0.411
C 3.0307 -7.9253 -5.6702 0.3 0.5 0.2 -1.099
H -1.1396 2.6528 -2.9741 -0.2 -1.0 -1.9 0.138
H 3.6411 -5.4475 -5.8590 0.0 -0.2 0.2 0.181
H -1.8959 -2.5709 2.2413 1.9 0.3 0.2 0.307
C 1.6755 -9.1907 -4.2100 -0.2 0.2 0.3 -1.103
H 4.3495 -5.6714 -0.9209 -0.1 0.0 -0.1 0.521
C -0.4320 -0.0793 -2.9510 -0.1 -0.7 0.1 -0.058
H 5.2573 2.0267 -1.3206 0.7 -1.7 0.0 0.311
H -2.2485 -0.6064 -0.8112 0.9 1.3 1.1 0.176
H 3.2617 -8.9181 -6.0705 -0.3 0.0 0.3 0.395
H -5.7769 7.0690 7.3131 0.0 0.1 0.1 0.298
N -0.0221 1.0339 -3.8833 -1.6 -0.5 -0.3 -0.453
N 2.1635 -5.1796 -4.3613 -0.7 1.9 -0.3 0.183
H 4.6928 -8.1293 -3.2120 -0.2 0.3 -0.2 0.293
O 0.5195 -6.8214 -4.0382 -1.0 0.2 4.4 -0.820
P 1.9357 -6.6219 -3.4581 2.6 -0.6 -7.2 0.867
O -3.7855 4.4810 3.9665 1.1 -2.1 3.8 -0.805
H -3.4552 1.3134 1.8595 -0.5 0.9 -1.4 0.244
N -4.0194 6.9731 6.1385 0.4 -2.0 1.4 -0.030
O 3.4915 -0.1107 -1.0038 1.5 -0.2 0.5 -0.268
C 4.9829 0.2061 1.3688 3.6 -0.7 -1.5 0.379
C 1.4207 -1.2348 0.0804 2.0 0.0 2.1 1.430
N 5.3961 -0.6796 0.4723 -3.5 5.2 3.7 -0.421
C 1.3923 -4.0290 -3.8892 -0.5 -0.2 0.0 -1.336
H 1.2675 -9.2980 -3.2011 0.0 0.0 -0.1 0.355
P -3.9106 5.6552 4.9601 -1.6 4.5 -6.1 0.876
H -6.7417 5.0588 6.0947 -0.2 0.0 0.0 0.314
H -7.2849 6.9317 3.9054 0.2 -0.4 0.2 0.398
H 1.2463 -3.2853 -4.6774 0.1 -0.1 -0.1 0.408
H -2.5717 8.4344 5.6114 -0.3 -0.1 -0.2 0.287
H 4.0872 -4.4421 -2.1750 0.1 0.1 0.0 0.301
H -6.4098 7.7495 5.1879 -0.1 0.2 0.1 0.201
H -0.4397 -2.9031 3.3457 -0.3 1.2 -1.7 0.325
H 2.0914 0.8647 0.8999 -0.9 -1.5 0.2 0.221
H 1.1210 0.7309 -1.5570 -1.4 -1.0 0.6 0.187
H 3.4761 -2.2263 -0.4231 -1.3 1.8 -0.2 0.506
H -4.2661 7.1601 8.2410 0.0 0.0 -0.1 0.395
H 5.2085 -1.1595 -1.6066 -0.3 1.5 1.3 0.170
C 0.0921 -2.8975 1.1084 0.9 -0.1 0.2 0.625
H -3.5026 8.8272 7.0154 -0.2 -0.3 0.0 0.352
N 3.5424 -6.4067 -2.7446 -1.5 0.2 1.9 0.113
H -1.8338 5.3414 2.6712 0.1 -0.1 0.1 0.301
N -5.5596 5.9016 4.5449 -1.8 -0.9 0.1 0.175
C 0.1325 0.1499 -1.4245 -0.3 0.4 -2.3 -0.272
H 4.1726 -4.4717 -4.4762 0.2 0.1 0.0 0.212
H -0.3443 -4.0366 -0.8858 -0.2 0.0 1.9 0.089
C -6.4773 4.8763 5.0468 0.3 -0.5 -0.2 -1.069
N -2.8589 6.6484 4.0121 1.6 1.0 -0.3 0.177
H -6.0289 3.8807 4.9849 0.1 0.2 0.0 0.283
H -1.8265 -3.6040 0.1567 1.9 -0.7 0.1 0.355
H 3.9843 -7.3949 -5.7156 -0.1 0.1 -0.1 0.265
H -0.6856 -1.1917 2.5100 0.3 -1.9 -0.1 0.237
H 9.1802 1.3922 0.6744 -2.0 -0.6 -1.8 0.329
C -3.5765 8.3449 6.0309 1.3 0.4 0.3 -0.860
H -4.2690 8.9489 5.4403 -0.1 -0.1 -0.2 0.273
H -4.7831 5.6267 7.5715 -0.1 0.0 0.0 0.325
H -0.8638 6.6903 3.2872 -0.2 0.2 0.1 0.309
C -6.2799 7.1319 4.2926 0.2 0.5 0.4 -0.827
H -0.9804 2.7575 -4.8828 -0.1 -1.1 1.8 0.317
C -1.6412 5.9663 3.5513 -0.1 -0.3 0.2 -1.069
```
Positions in Å, forces in eV/Å.

The value obtained for the HOMO energy is -0.28190 hartree. The relative energy (zero: lowest compared OMol25 entry of this formula, charge and spin) comes out at 949.9 kJ/mol. The calculation puts the molecular weight at 713.9 g/mol. The structure (SMILES) is C#CC[C@@H](N=C=S)OC[C@](C)(N=C(C)C)O[C@@H](CNC)OCCC.CN(C)P(=O)(N(C)C)N(C)C.CN(C)P(=O)(N(C)C)N(C)C. The HOMO-LUMO gap comes out at 0.2455 hartree. The value obtained for the calculated total energy is -84170.1118 eV. As for the net charge: 0.